Entry from OMol25: a 5-piece molecular cluster, C31H43BF32N2O11S overall (ωB97M-V with the def2-TZVPD basis set).

Element x y z (Å)
C 5.987 2.305 -1.046
C 5.546 2.066 -2.480
N 4.155 1.652 -2.585
C 3.792 0.366 -2.033
C 3.927 -0.791 -3.049
N 4.628 -1.959 -2.489
C 5.261 -2.838 -3.472
O 6.662 -2.788 -3.469
C 7.193 -1.489 -3.596
O 2.408 0.416 -1.676
C 2.054 0.870 -0.383
O 2.942 1.916 0.057
C 0.661 1.468 -0.551
C -0.389 0.414 -0.922
C -1.435 0.959 -1.892
S -2.111 -0.295 -2.975
O -3.536 -0.174 -3.019
O -1.563 -1.565 -2.640
O -1.536 0.112 -4.401
B 2.120 -0.301 0.719
C 1.155 -0.378 1.952
O 3.109 -1.264 0.620
H 5.759 3.314 -0.719
H 5.545 1.606 -0.343
H 7.069 2.184 -0.970
H 6.257 1.405 -2.994
H 5.614 3.020 -3.005
H 3.817 1.731 -3.535
H 4.426 0.110 -1.190
H 2.913 -1.060 -3.362
H 4.464 -0.456 -3.933
H 3.951 -2.528 -1.998
H 4.870 -2.642 -4.481
H 5.007 -3.867 -3.219
H 8.267 -1.569 -3.748
H 7.011 -0.892 -2.701
H 6.766 -0.961 -4.457
H 3.009 1.894 1.024
H 0.760 2.169 -1.381
H 0.380 2.040 0.331
H -0.894 0.025 -0.040
H 0.092 -0.436 -1.403
H -2.308 1.372 -1.392
H -1.026 1.751 -2.515
H -1.851 1.018 -4.576
H 0.465 0.454 2.065
H 0.585 -1.304 1.865
H 1.767 -0.485 2.849
H 2.849 -2.016 0.070
C 2.563 7.054 -2.754
C 1.419 7.686 -1.948
C 1.722 8.961 -1.155
F 2.660 8.747 -0.212
F 0.585 9.362 -0.539
F 0.852 6.764 -1.143
F 0.483 8.065 -2.867
O 3.256 5.958 -2.190
C 4.336 6.112 -1.361
C 4.067 5.534 0.034
F 3.002 6.128 0.604
F 5.154 5.761 0.811
F 4.765 7.391 -1.312
F 5.341 5.366 -1.876
H 2.071 6.624 -3.625
H 3.251 7.814 -3.128
H 2.056 9.758 -1.826
H 3.886 4.459 -0.046
C -2.205 -3.716 4.865
C -0.965 -3.279 4.073
C -0.275 -4.328 3.196
F 0.197 -5.355 3.929
F 0.774 -3.740 2.569
F -0.068 -2.694 4.894
F -1.399 -2.325 3.196
O -2.038 -4.047 6.232
C -1.689 -5.305 6.646
C -0.342 -5.315 7.379
F 0.638 -4.835 6.592
F -0.043 -6.593 7.709
F -1.713 -6.205 5.642
F -2.608 -5.695 7.560
H -2.841 -2.833 4.892
H -2.769 -4.483 4.336
H -0.966 -4.707 2.439
H -0.409 -4.709 8.285
C -4.190 4.240 -5.223
C -3.039 3.919 -4.257
C -2.989 4.669 -2.923
F -2.841 5.991 -3.106
F -1.918 4.214 -2.223
F -1.852 4.010 -4.893
F -3.203 2.599 -3.912
O -3.932 5.126 -6.295
C -4.056 6.488 -6.173
C -2.722 7.206 -6.416
F -1.781 6.774 -5.554
F -2.905 8.532 -6.225
F -4.612 6.848 -5.000
F -4.883 6.901 -7.158
H -4.399 3.293 -5.718
H -5.096 4.513 -4.682
H -3.895 4.475 -2.342
H -2.385 7.025 -7.438
C -4.804 -8.759 6.230
C -5.961 -9.735 6.496
C -6.686 -10.330 5.286
F -7.274 -9.370 4.544
F -7.648 -11.168 5.735
F -6.852 -9.178 7.344
F -5.401 -10.807 7.128
O -5.070 -7.371 6.315
C -5.531 -6.640 5.257
C -6.903 -6.016 5.537
F -7.810 -6.966 5.822
F -7.305 -5.349 4.430
F -5.522 -7.336 4.104
F -4.673 -5.597 5.097
H -4.107 -8.934 7.048
H -4.275 -9.010 5.311
H -5.989 -10.896 4.663
H -6.828 -5.321 6.377

Summary:
LUMO energy (eV): 0.27
SMILES: CCN[C@H](CNCOC)O[C@@](O)(CCCS(=O)(=O)O)B(C)O.FC(F)C(F)(F)COC(F)(F)C(F)F.FC(F)C(F)(F)COC(F)(F)C(F)F.FC(F)C(F)(F)COC(F)(F)C(F)F.FC(F)C(F)(F)COC(F)(F)C(F)F


Entry from OMol25: C31H43CoNSSi2 as an isolated structure (ωB97M-V with the def2-TZVPD basis set).

Element x y z (Å)
Co -0.851 0.279 1.131
C 0.140 4.732 0.820
C 0.348 3.408 1.489
C 1.488 2.641 1.235
C 1.664 1.392 1.807
C 0.687 0.860 2.658
C -0.450 1.638 2.949
C -0.601 2.899 2.370
H 1.081 5.164 0.485
H -0.359 5.437 1.483
H -0.499 4.598 -0.057
H 2.261 3.042 0.590
H 2.576 0.838 1.625
H 0.888 -0.044 3.219
H -1.134 1.325 3.727
H -1.475 3.490 2.614
C 4.365 -0.119 -3.537
C 3.802 1.212 -3.001
C 4.322 1.425 -1.578
C 4.301 2.375 -3.869
C 2.281 1.116 -3.039
C 1.634 1.002 -4.284
C 0.267 0.871 -4.390
C -0.474 0.825 -3.215
S -2.196 0.720 -3.034
C -2.005 0.786 -1.320
N -0.759 0.848 -0.902
C 0.136 0.911 -1.962
C 1.519 1.082 -1.886
C -3.122 0.861 -0.391
C -4.447 0.965 -0.825
C -5.450 1.181 0.099
C -5.130 1.317 1.444
C -3.813 1.190 1.873
C -2.791 0.929 0.972
H 5.443 -0.171 -3.374
H 4.182 -0.223 -4.607
H 3.898 -0.965 -3.029
H 5.406 1.536 -1.606
H 4.090 0.574 -0.932
H 3.904 2.334 -1.137
H 5.392 2.402 -3.848
H 3.927 3.329 -3.492
H 3.993 2.279 -4.909
H 2.215 1.026 -5.195
H -0.220 0.808 -5.354
H 1.969 1.190 -0.910
H -4.676 0.887 -1.882
H -6.477 1.269 -0.227
H -5.908 1.520 2.170
H -3.608 1.314 2.932
C 0.948 -4.395 1.109
Si 0.403 -2.799 0.271
C -0.282 -3.227 -1.440
C 2.000 -1.802 0.100
C -0.996 -1.772 1.069
Si -1.973 -2.514 2.545
C -3.611 -3.030 1.760
C -1.151 -3.924 3.482
C -2.310 -1.228 3.894
H 1.816 -4.769 0.563
H 0.183 -5.172 1.084
H 1.255 -4.250 2.145
H 0.451 -3.793 -2.019
H -0.535 -2.327 -2.008
H -1.183 -3.839 -1.355
H 2.732 -2.412 -0.434
H 2.427 -1.555 1.076
H 1.854 -0.885 -0.467
H -1.750 -1.650 0.275
H -3.463 -3.720 0.926
H -4.142 -2.152 1.381
H -4.257 -3.523 2.490
H -1.143 -4.870 2.943
H -1.709 -4.076 4.409
H -0.124 -3.681 3.758
H -2.735 -0.311 3.492
H -1.405 -0.989 4.460
H -3.033 -1.647 4.597

Summary:
LUMO energy (alpha / beta) (eV): -2.92 / -4.97
Charge: +1
Multiplicity: 5


Entry from OMol25: C31H44BN3O3P2PdSi2 as an isolated structure (ωB97M-V with the def2-TZVPD basis set).

Element x y z (Å)
Pd 1.314 0.786 -0.134
C 4.377 1.249 1.335
Si 3.610 1.015 -0.352
C 3.916 2.473 -1.485
C 4.392 -0.517 -1.095
C 5.750 -0.623 -1.414
C 6.270 -1.817 -1.881
C 5.438 -2.922 -2.033
C 4.094 -2.825 -1.718
C 3.558 -1.622 -1.246
Si 1.754 -1.407 -0.747
C 0.714 -2.029 -2.170
C 1.571 -2.352 0.861
H 5.427 1.521 1.194
H 4.353 0.298 1.870
H 3.893 2.004 1.951
H 4.957 2.432 -1.815
H 3.749 3.436 -1.007
H 3.281 2.416 -2.370
H 6.410 0.229 -1.302
H 7.320 -1.893 -2.130
H 5.844 -3.857 -2.398
H 3.458 -3.694 -1.848
H 0.489 -3.091 -2.041
H 1.273 -1.903 -3.098
H -0.228 -1.495 -2.252
H 1.596 -3.425 0.651
H 0.652 -2.118 1.390
H 2.421 -2.120 1.506
B -2.359 2.770 -0.832
C -1.001 2.115 -1.331
N -0.005 1.666 -1.721
H -2.571 3.713 -1.576
H -2.173 3.140 0.314
H -3.247 1.962 -0.867
O -1.024 -0.670 0.030
P -2.317 -1.406 0.121
C -3.404 -1.028 -1.260
C -2.811 -0.589 -2.441
C -3.595 -0.312 -3.550
C -4.972 -0.465 -3.479
C -5.567 -0.890 -2.300
C -4.786 -1.170 -1.190
C -3.194 -0.992 1.637
C -4.131 -1.823 2.247
C -4.789 -1.403 3.392
C -4.515 -0.153 3.930
C -3.584 0.678 3.325
C -2.923 0.262 2.179
C -2.120 -3.202 0.112
C -2.311 -3.941 -1.053
C -2.055 -5.304 -1.069
C -1.612 -5.941 0.079
C -1.423 -5.214 1.248
C -1.676 -3.853 1.263
H -1.742 -0.431 -2.474
H -3.131 0.041 -4.461
H -5.585 -0.238 -4.341
H -6.643 -0.993 -2.241
H -5.259 -1.484 -0.268
H -4.340 -2.804 1.836
H -5.512 -2.052 3.868
H -5.027 0.172 4.826
H -3.372 1.653 3.742
H -2.198 0.906 1.698
H -2.659 -3.451 -1.954
H -2.204 -5.868 -1.980
H -1.415 -7.005 0.067
H -1.077 -5.709 2.146
H -1.519 -3.291 2.176
N -0.450 5.266 -0.149
C 0.932 4.756 -0.396
P 1.483 4.108 1.270
O 0.570 4.897 2.177
O 1.414 2.602 1.271
C 3.147 4.672 1.464
N 2.574 3.293 4.113
H -1.183 4.543 -0.308
H -0.679 6.093 -0.690
H -0.428 5.445 0.894
H 1.549 5.603 -0.692
H 0.917 4.002 -1.181
H 3.318 5.646 1.894
H 4.003 4.069 1.214
H 1.840 3.949 4.349
H 3.062 3.041 4.963
H 2.126 2.467 3.734

Summary:
LUMO energy (alpha / beta) (eV): 0.54 / -1.21
Multiplicity: 3
Energy relative to the best compared isomer or geometry (same formula, charge and spin) (eV): 0.498


Entry from OMol25: C31H44BeGeNO4P2 as an isolated structure (ωB97M-V with the def2-TZVPD basis set).

Element x y z (Å)
Be 0.314 0.470 0.349
C 2.023 3.194 1.672
C 1.749 2.309 2.885
C 2.783 1.196 3.043
C 0.321 1.761 2.898
C -0.080 1.300 4.295
O -0.688 0.005 4.089
C -0.515 -0.343 2.814
N 0.050 0.541 2.061
C -1.056 -1.688 2.502
C -1.192 -2.536 3.611
C -1.758 -3.788 3.489
C -2.224 -4.205 2.252
C -2.088 -3.378 1.151
C -1.497 -2.120 1.239
P -1.274 -1.141 -0.315
C -0.287 -2.310 -1.338
C 0.587 -3.226 -0.749
C 1.396 -4.033 -1.538
C 1.344 -3.934 -2.921
C 0.493 -3.013 -3.516
C -0.310 -2.196 -2.728
C -2.933 -1.214 -1.122
C -3.390 -2.368 -1.767
C -4.656 -2.410 -2.333
C -5.490 -1.301 -2.276
C -5.043 -0.145 -1.660
C -3.773 -0.101 -1.094
H 2.963 3.734 1.808
H 1.231 3.938 1.532
H 2.105 2.598 0.758
H 1.793 2.955 3.769
H 2.814 0.575 2.145
H 2.572 0.551 3.905
H 3.775 1.628 3.193
H -0.342 2.560 2.549
H -0.801 1.946 4.782
H 0.781 1.171 4.946
H -0.845 -2.198 4.577
H -1.847 -4.429 4.359
H -2.690 -5.178 2.139
H -2.447 -3.729 0.196
H 0.645 -3.302 0.330
H 2.076 -4.735 -1.066
H 1.970 -4.574 -3.535
H 0.447 -2.931 -4.596
H -0.960 -1.470 -3.204
H -2.759 -3.243 -1.853
H -4.985 -3.314 -2.833
H -6.477 -1.337 -2.725
H -5.674 0.736 -1.623
H -3.431 0.830 -0.678
C -0.888 4.823 -1.263
O -0.127 3.762 -0.643
P -0.754 2.339 -0.354
O -2.081 2.759 0.448
C -2.753 2.102 1.532
O -1.401 1.913 -1.773
C -0.497 1.658 -2.877
H -0.166 5.532 -1.653
H -1.519 5.302 -0.520
H -1.505 4.437 -2.070
H -3.812 2.314 1.432
H -2.408 2.506 2.483
H -2.615 1.024 1.520
H 0.172 2.502 -3.046
H -1.113 1.506 -3.759
H 0.103 0.762 -2.691
C 3.012 1.597 -2.682
Ge 3.453 0.503 -1.118
C 4.753 1.455 -0.006
C 4.398 -1.100 -1.729
C 1.782 -0.167 -0.329
H 3.922 1.854 -3.231
H 2.511 2.529 -2.396
H 2.355 1.038 -3.358
H 5.620 1.666 -0.638
H 5.086 0.824 0.821
H 4.386 2.398 0.392
H 5.339 -0.827 -2.217
H 3.792 -1.671 -2.439
H 4.633 -1.748 -0.879
H 2.128 -0.944 0.380
H 1.474 -0.755 -1.204

Summary:
LUMO energy (eV): -2.84
Charge: +1
Energy relative to the best compared isomer or geometry (same formula, charge and spin) (eV): 0.690


Entry from OMol25: C31H44N11O2STi as an isolated structure (ωB97M-V with the def2-TZVPD basis set).

Element x y z (Å)
Ti -0.447 0.317 0.417
C 0.879 3.431 0.014
N 0.418 3.786 1.326
C 0.274 5.206 1.603
C -0.177 5.206 3.050
N -0.701 3.854 3.235
C -0.927 3.461 4.626
C -0.323 3.035 2.203
N -0.571 1.762 2.057
C -1.465 1.120 3.030
C -2.228 -0.054 2.435
N -1.298 -1.018 1.830
C -1.504 -2.300 2.019
N -2.602 -2.869 2.572
C -3.950 -2.323 2.604
C -2.371 -4.284 2.846
C -1.175 -4.599 1.955
N -0.595 -3.281 1.726
C 0.446 -3.194 0.725
H 1.934 3.705 -0.087
H 0.312 3.954 -0.762
H 0.775 2.373 -0.182
H -0.464 5.657 0.931
H 1.224 5.723 1.464
H -0.947 5.948 3.255
H 0.661 5.378 3.731
H -0.648 4.308 5.248
H -0.297 2.622 4.915
H -1.969 3.231 4.838
H -2.227 1.808 3.393
H -0.895 0.750 3.886
H -2.951 0.303 1.693
H -2.785 -0.493 3.263
H -4.062 -1.546 1.851
H -4.224 -1.931 3.584
H -4.641 -3.126 2.352
H -3.250 -4.866 2.577
H -2.157 -4.449 3.904
H -1.480 -5.047 1.003
H -0.455 -5.260 2.434
H 1.413 -3.490 1.136
H 0.544 -2.193 0.330
H 0.200 -3.855 -0.112
O -1.557 1.762 -0.368
N -2.188 1.640 -1.553
C -2.427 2.782 -2.235
C -3.118 2.752 -3.410
C -3.580 1.516 -3.881
C -3.325 0.374 -3.169
C -2.598 0.418 -1.965
S -2.223 -0.923 -0.978
H -2.048 3.674 -1.762
H -3.302 3.672 -3.944
H -4.144 1.463 -4.803
H -3.678 -0.592 -3.502
C 3.207 -1.475 -4.849
N 2.634 -0.518 -3.914
N 1.861 -0.900 -2.842
C 1.475 0.210 -2.166
O 0.736 0.121 -1.131
C 2.041 1.318 -2.824
C 2.749 0.817 -3.903
C 3.530 1.540 -4.943
C 1.583 -2.273 -2.542
C 0.323 -2.780 -2.811
C 0.077 -4.124 -2.564
C 1.089 -4.936 -2.070
C 2.346 -4.410 -1.795
C 2.596 -3.066 -2.022
H 2.555 -2.340 -4.920
H 4.200 -1.789 -4.530
H 3.263 -0.996 -5.823
H 1.914 2.354 -2.569
H 3.591 2.595 -4.690
H 3.053 1.451 -5.920
H 4.543 1.145 -5.024
H -0.448 -2.132 -3.204
H -0.901 -4.536 -2.771
H 0.898 -5.988 -1.900
H 3.130 -5.047 -1.407
H 3.568 -2.636 -1.811
N 2.602 0.810 1.291
C 3.372 0.952 2.381
C 2.820 0.166 3.368
C 1.708 -0.430 2.764
N 1.583 -0.048 1.496
H 2.777 1.155 0.363
H 4.248 1.579 2.370
H 3.176 0.036 4.374
H 0.992 -1.118 3.184

Summary:
LUMO energy (alpha / beta) (eV): -4.15 / -4.10
Charge: +2
Multiplicity: 2
Energy relative to the best compared isomer or geometry (same formula, charge and spin) (eV): 0.959